[1]
{"formula": "C6H12N2", "method": "ωB97M-V with the def2-TZVPD basis set", "charge": 0, "multiplicity": 1, "e_above_lowest_kcal_mol": 36.45, "smiles": "[H]/N=C(/C(=C)C)N(C)C", "lumo_energy_ev": 0.917, "species": ["N", "N", "C", "C", "C", "C", "C", "C", "H", "H", "H", "H", "H", "H", "H", "H", "H", "H", "H", "H"], "positions_angstrom": [[-0.79463, 0.29216, -0.80711], [1.37866, -0.00020, -1.71148], [0.45127, -1.93363, 1.05794], [1.86554, 0.09909, 1.19882], [-0.90633, 1.73492, -0.79173], [-1.91207, -0.40168, -0.20978], [0.85431, -0.78687, 0.52811], [0.49978, -0.26924, -0.84998], [0.00127, 2.18643, -1.18687], [-2.82978, 0.02769, -0.61795], [-1.75578, 2.04710, -1.40428], [1.45363, 1.09550, 1.36392], [-1.06352, 2.10648, 0.23000], [-0.23513, -2.59852, 0.56389], [1.03784, 0.55804, -2.49387], [-1.87321, -1.45655, -0.47307], [2.74322, 0.19879, 0.56944], [2.17325, -0.31951, 2.15352], [-1.94200, -0.29914, 0.88555], [0.85369, -2.28087, 1.99491]], "atomic_forces_ev_per_a": [[-0.18, 0.06, -1.03], [0.50, -0.29, -0.08], [0.02, 0.06, -0.15], [-0.09, -0.08, 0.17], [-0.10, -0.02, -0.17], [0.20, 0.11, 0.17], [1.15, -0.93, -0.81], [-0.95, 1.13, 1.68], [-0.05, 0.01, -0.01], [0.00, -0.10, 0.00], [0.03, 0.15, 0.02], [0.03, 0.09, 0.01], [-0.01, 0.04, 0.01], [-0.07, -0.14, -0.19], [-0.29, -0.21, 0.09], [-0.12, 0.02, 0.06], [0.09, 0.07, -0.16], [-0.06, 0.01, 0.14], [-0.03, -0.09, -0.06], [-0.07, 0.11, 0.32]], "nbo_charge": [-0.485, -0.655, -0.403, -0.632, -0.401, -0.402, -0.030, 0.441, 0.212, 0.202, 0.193, 0.211, 0.176, 0.194, 0.343, 0.206, 0.238, 0.212, 0.182, 0.198]}


[2]
{"formula": "C6H12N2", "method": "ωB97M-V with the def2-TZVPD basis set", "charge": 0, "multiplicity": 1, "e_above_lowest_kcal_mol": 312.17, "lumo_energy_ev": -0.904, "species": ["N", "N", "C", "C", "C", "C", "C", "C", "H", "H", "H", "H", "H", "H", "H", "H", "H", "H", "H", "H"], "positions_angstrom": [[1.53960, 1.48462, 0.22842], [1.74693, -1.24030, -0.01379], [-2.46496, -0.79365, 0.06825], [0.65244, -0.69415, 1.00592], [-2.07789, 0.46251, -0.05651], [0.49944, 0.44740, 0.01530], [-0.96230, 1.09234, -0.20865], [1.04670, -0.43697, -1.07384], [-0.38768, -1.17818, 0.95500], [0.27069, -0.95537, -1.78516], [-2.94184, 1.17335, -0.26277], [1.71356, 0.22086, -1.62667], [-4.27039, -0.53489, 0.11083], [1.03269, -0.49624, 1.89811], [-0.83608, 2.21360, -0.32635], [1.62677, -2.20821, -0.37264], [1.74693, 1.54524, 1.46710], [-1.80574, -1.43951, 1.56584], [2.40845, 0.96368, -0.30511], [-1.72367, -1.47943, -1.32342]], "atomic_forces_ev_per_a": [[2.34, -1.25, 2.48], [-2.12, -1.00, -0.63], [-2.27, -7.43, 0.85], [-1.86, -2.14, -5.94], [-2.33, 7.08, -1.44], [-2.04, 2.03, 0.32], [6.06, 1.66, 1.09], [-0.67, 0.09, -0.93], [2.15, -0.24, 0.58], [1.47, 0.70, 1.45], [0.99, -0.77, 0.46], [0.09, -0.61, -1.03], [3.97, -1.54, -0.10], [1.38, 0.71, 4.03], [-0.69, -1.52, -0.06], [0.23, 0.42, 1.32], [-0.41, -0.31, -5.12], [-2.13, 1.07, -3.60], [-2.02, 2.20, 2.75], [-2.15, 0.85, 3.52]], "nbo_charge": [-0.826, -0.621, -0.439, -0.232, -0.498, 0.042, -0.110, -0.240, 0.197, 0.196, 0.238, 0.182, 0.210, 0.185, 0.231, 0.360, 0.351, 0.202, 0.379, 0.193]}


Number 1: HOMO level -8.508 eV, F_max 2.234 eV/Å. Number 2: HOMO level -8.871 eV, F_max 7.819 eV/Å.